[1]
{
  "formula": "C3H2FO6P",
  "method": "ωB97M-V/def2-TZVPD",
  "e_tot_ev": -27435.15427,
  "e_homo_ev": -11.6140,
  "homo_lumo_gap_ev": 10.55,
  "elements": ["P", "F", "O", "O", "O", "O", "O", "O", "C", "C", "C", "H", "H"],
  "xyz": [[-1.9302, 0.3515, 0.4613], [0.5251, -2.2903, -0.6628], [1.0893, 2.0082, -0.8567], [-1.1289, -1.0408, -0.7375], [2.2448, -0.5155, 0.0592], [-0.9620, 1.4805, -0.2345], [-3.2973, 0.6308, 0.1369], [-1.3255, -0.3485, 1.5843], [0.8722, -0.1486, 0.2548], [0.4335, 1.2167, -0.2923], [-0.0235, -1.1637, -0.3045], [0.8226, 0.1429, 1.3829], [2.6799, -0.3232, -0.7912]],
  "forces_ev_per_angstrom": [[0.4, 0.5, -0.3], [0.9, -0.2, 0.6], [1.2, 0.2, 0.1], [-2.4, 1.1, -0.2], [-0.8, 0.4, 0.2], [1.0, -1.2, 1.0], [-0.9, 0.0, -0.5], [-0.2, 0.4, 1.2], [3.1, 2.0, 2.1], [-2.0, 0.3, -1.3], [0.8, -2.2, -1.4], [-0.3, -1.6, -1.7], [-0.9, 0.3, 0.2]],
  "mulliken_charge": [1.034, -0.192, -0.457, -0.385, -0.533, -0.303, -0.638, -0.591, 0.018, 0.559, 0.745, 0.392, 0.351]
}



[2]
{
  "formula": "C5H10S2",
  "method": "ωB97M-V/def2-TZVPD",
  "e_tot_ev": -27012.49961,
  "e_homo_ev": -6.8389,
  "homo_lumo_gap_ev": 7.25,
  "elements": ["S", "S", "C", "C", "C", "C", "C", "H", "H", "H", "H", "H", "H", "H", "H", "H", "H"],
  "xyz": [[0.2769, -2.8585, 1.4412], [-0.8987, 1.6650, -0.0848], [-0.1188, -1.8186, 0.0905], [1.8202, 1.3659, -0.0709], [-1.5506, -0.1676, -0.7898], [0.6007, 1.7426, 0.6837], [-1.2781, -1.1121, 0.2037], [0.6766, -1.8682, -0.5350], [2.2701, 0.4958, 0.2339], [-0.9165, -3.4648, 1.4206], [-1.0749, -0.2251, -1.7056], [2.7231, 1.9802, 0.1551], [0.4690, 1.6729, 1.6596], [-1.9738, -1.0770, 0.9494], [1.8356, 1.4973, -1.1899], [-2.5516, 0.1546, -1.1192], [-0.3093, 2.0176, -1.3425]],
  "forces_ev_per_angstrom": [[0.1, -1.1, 0.7], [2.0, 0.3, -1.3], [-3.4, 0.3, 4.1], [1.5, 2.6, -0.9], [-1.6, 3.4, -1.2], [-1.3, 0.2, -4.9], [3.2, -1.0, -3.0], [1.6, 0.8, -2.7], [0.5, -3.0, 0.1], [0.1, -0.2, 0.3], [1.6, -0.5, -1.6], [-0.7, 0.7, 0.3], [0.0, -0.3, 4.4], [-1.1, -0.8, 2.5], [-0.7, -0.6, 1.0], [-0.2, -0.5, 0.9], [-1.4, -0.5, 1.2]],
  "mulliken_charge": [-0.255, -0.127, -0.384, -1.010, -1.005, -0.341, -0.224, 0.447, 0.260, 0.119, 0.420, 0.322, 0.503, 0.418, 0.271, 0.428, 0.157]
}